Entry from OMol25: a cluster of 2 separate species, CH3NO4S in total in a non-equilibrium geometry (ωB97M-V/def2-TZVPD).

Each atom is followed by the atoms it is bonded to, with distances in Å.
Positions of all 10 atoms, in Å:
1 C 1.45 -0.60 -0.30  O3 1.199, O6 1.299, H8 1.053
2 N -0.71 -1.00 -1.01  O6 1.423, H9 1.048, H10 1.095
3 O 1.01 0.20 0.47  C1 1.199
4 O -1.28 2.31 0.93  S7 1.445
5 O -1.34 0.37 2.28  S7 1.437
6 O 0.69 -1.23 -1.14  C1 1.299, N2 1.423
7 S -0.55 1.51 1.88  O4 1.445, O5 1.437
8 H 2.45 -0.67 -0.63  C1 1.053
9 H -1.04 -0.86 -1.99  N2 1.048
10 H -0.69 -0.03 -0.50  N2 1.095

E_LUMO   -0.375 eV
Energy above the lowest of the compared OMol25 structures with the same formula, charge and spin   10.8 kJ/mol
Max |F|   2.49 eV/A
HOMO level   -10.619 eV

Atom charges from the natural (NBO) analysis, given in e for atoms 1 to 4: C 0.648; N -0.499; O -0.656; O -0.863